The following is a DFT calculation (ωB97M-V/def2-TZVPD) of a cluster of 15 separate species, C60H165N15O15 in total.

Properties
Total charge: 0
Frontier orbital gap (eV): 8.5
Strongest force on any atom (eV Å⁻¹): 3.1
E (eV): -117945.45252
HOMO (hartree): -0.296
Multiplicity: 1
Relative energy (zero: lowest compared OMol25 entry of this formula, charge and spin) (kcal per mole): 199.61

Atoms and positions in Å:
C -25.78 13.85 8.83
C -24.20 13.79 8.85
C -23.61 12.35 9.01
O -22.19 12.30 9.02
C -21.51 12.83 10.18
N -23.81 14.32 7.55
H -26.27 13.32 8.01
H -26.23 14.84 8.81
H -26.21 13.38 9.71
H -23.93 14.49 9.64
H -23.78 11.70 8.15
H -23.99 11.92 9.93
H -21.84 13.85 10.32
H -20.43 12.80 9.99
H -21.79 12.31 11.10
H -22.82 14.16 7.52
H -24.09 13.65 6.84
C -29.52 12.33 7.93
C -30.35 12.14 9.15
C -31.08 13.45 9.65
O -30.43 14.74 9.59
C -31.14 15.75 10.22
N -31.37 11.12 8.85
H -28.76 13.10 8.07
H -30.14 12.61 7.08
H -28.99 11.43 7.61
H -29.67 11.82 9.93
H -31.41 13.18 10.66
H -32.05 13.63 9.17
H -30.60 16.70 10.19
H -31.26 15.54 11.28
H -32.11 15.98 9.78
H -31.93 11.00 9.68
H -30.97 10.26 8.50
C -30.44 12.90 3.89
C -30.71 12.53 2.41
C -29.45 12.00 1.73
O -28.90 10.85 2.50
C -27.64 10.37 1.97
N -31.74 11.54 2.46
H -29.83 13.80 3.81
H -29.86 12.11 4.38
H -31.31 13.10 4.52
H -31.10 13.39 1.86
H -28.79 12.87 1.73
H -29.70 11.65 0.73
H -27.81 9.95 0.98
H -27.08 9.68 2.59
H -26.91 11.15 1.74
H -31.46 10.79 3.07
H -32.46 12.02 2.97
C -30.54 7.64 2.90
C -30.83 8.19 4.28
C -29.68 7.93 5.24
O -29.98 8.42 6.62
C -28.78 8.46 7.41
N -30.94 9.68 4.24
H -31.49 7.56 2.37
H -30.21 6.61 3.02
H -29.74 8.10 2.32
H -31.73 7.71 4.67
H -28.76 8.36 4.85
H -29.49 6.86 5.29
H -28.92 8.29 8.48
H -28.35 9.45 7.30
H -28.03 7.72 7.13
H -30.98 9.80 5.25
H -30.09 10.08 3.86
C -26.96 11.90 5.29
C -25.46 11.62 5.66
C -25.03 10.19 5.14
O -25.43 9.21 6.05
C -25.29 7.85 5.66
N -24.56 12.64 5.08
H -27.74 11.16 5.47
H -27.07 12.13 4.22
H -27.27 12.76 5.89
H -25.45 11.65 6.75
H -24.01 10.20 4.77
H -25.66 9.97 4.28
H -24.29 7.56 5.31
H -25.84 7.68 4.74
H -25.51 7.25 6.54
H -24.79 12.83 4.12
H -23.58 12.39 5.01
C -31.24 12.08 -1.84
C -30.61 13.02 -2.85
C -29.03 13.08 -2.93
O -28.64 13.18 -1.58
C -27.27 13.08 -1.16
N -31.18 12.64 -4.21
H -31.14 12.41 -0.81
H -30.78 11.10 -1.84
H -32.31 11.93 -2.04
H -30.92 14.03 -2.58
H -28.80 13.91 -3.59
H -28.76 12.15 -3.44
H -26.54 13.72 -1.66
H -26.86 12.09 -1.36
H -27.11 13.21 -0.09
H -30.76 13.17 -4.96
H -32.15 12.89 -4.28
C -22.45 5.08 0.69
C -21.57 6.39 0.75
C -22.28 7.62 1.52
O -23.51 7.92 0.92
C -24.35 8.93 1.60
N -20.45 6.00 1.52
H -22.02 4.43 -0.07
H -23.50 5.29 0.46
H -22.51 4.47 1.59
H -21.30 6.69 -0.25
H -21.66 8.51 1.58
H -22.66 7.35 2.50
H -23.86 9.88 1.80
H -24.92 8.45 2.40
H -25.10 8.99 0.80
H -19.98 5.24 1.07
H -19.80 6.76 1.60
C -20.82 14.58 5.50
C -20.43 13.08 5.55
C -19.14 12.78 6.35
O -18.67 11.59 5.70
C -17.43 11.08 6.21
N -21.53 12.27 6.04
H -20.96 14.84 6.55
H -21.76 14.84 5.01
H -20.05 15.21 5.05
H -20.22 12.88 4.50
H -19.25 12.69 7.43
H -18.40 13.54 6.10
H -16.61 11.67 5.82
H -17.27 10.04 5.93
H -17.35 11.13 7.30
H -21.79 12.59 6.96
H -21.12 11.36 6.20
C -23.58 16.87 5.20
C -24.67 17.36 6.19
C -26.06 16.71 6.08
O -26.93 17.35 6.97
C -28.24 16.80 7.14
N -24.12 17.27 7.50
H -23.74 17.27 4.20
H -23.56 15.79 5.05
H -22.56 17.16 5.43
H -24.81 18.43 6.05
H -25.91 15.70 6.45
H -26.47 16.66 5.07
H -28.93 16.93 6.30
H -28.77 17.38 7.88
H -28.15 15.80 7.56
H -24.91 17.52 8.07
H -24.04 16.26 7.60
C -22.28 3.94 6.44
C -22.30 4.98 5.28
C -21.61 6.29 5.76
O -22.32 6.90 6.88
C -21.77 8.23 7.19
N -21.33 4.51 4.31
H -21.31 3.52 6.70
H -22.98 3.13 6.27
H -22.76 4.50 7.24
H -23.34 5.14 5.01
H -21.52 7.00 4.93
H -20.62 6.07 6.15
H -22.22 8.96 6.51
H -20.68 8.28 7.25
H -22.02 8.59 8.19
H -21.30 5.09 3.48
H -21.57 3.61 3.92
C -33.32 20.04 6.30
C -33.90 18.65 6.58
C -33.14 17.77 7.62
O -31.87 17.27 7.18
C -31.98 16.06 6.45
N -35.25 18.87 7.02
H -32.27 20.02 6.01
H -33.34 20.67 7.19
H -33.94 20.50 5.53
H -33.99 18.17 5.60
H -33.85 17.01 7.92
H -32.79 18.40 8.43
H -32.33 16.26 5.44
H -32.82 15.48 6.82
H -31.05 15.49 6.36
H -35.24 19.36 7.90
H -35.53 17.92 7.24
C -27.49 5.05 9.31
C -26.11 5.58 8.95
C -24.99 5.71 10.03
O -25.38 6.59 11.10
C -24.93 7.96 10.93
N -25.64 4.97 7.70
H -28.06 5.78 9.89
H -27.46 4.12 9.88
H -28.00 4.89 8.36
H -26.17 6.65 8.71
H -24.08 6.05 9.53
H -24.91 4.73 10.50
H -23.85 8.09 11.00
H -25.49 8.67 11.54
H -25.13 8.30 9.91
H -24.64 5.06 7.69
H -25.70 3.99 7.95
C -15.21 5.05 2.62
C -15.60 6.42 3.26
C -16.93 6.51 4.08
O -17.59 7.76 4.00
C -18.72 7.93 4.81
N -14.49 6.84 4.05
H -14.35 5.13 1.95
H -16.14 4.79 2.12
H -15.02 4.26 3.35
H -15.46 7.18 2.50
H -16.73 6.30 5.13
H -17.65 5.82 3.65
H -19.01 8.95 5.05
H -18.64 7.54 5.83
H -19.50 7.60 4.13
H -14.53 6.25 4.87
H -13.62 6.46 3.70
C -22.37 12.96 2.41
C -23.34 12.93 1.27
C -24.48 13.96 1.30
O -25.46 13.50 2.15
C -26.50 14.52 2.32
N -22.51 13.18 0.09
H -22.81 12.38 3.22
H -22.22 13.95 2.84
H -21.39 12.58 2.13
H -23.86 11.99 1.13
H -24.76 14.08 0.25
H -24.12 14.99 1.37
H -26.05 15.44 2.67
H -27.23 14.07 2.99
H -26.83 14.70 1.30
H -21.73 13.73 0.44
H -21.97 12.33 -0.06
C -26.02 5.27 2.90
C -26.79 4.34 3.82
C -26.00 3.10 4.35
O -26.72 2.40 5.31
C -26.18 1.21 5.89
N -27.09 5.29 4.91
H -26.52 6.15 2.51
H -25.77 4.70 2.00
H -25.13 5.65 3.40
H -27.67 4.08 3.22
H -24.99 3.38 4.67
H -25.81 2.45 3.50
H -25.62 0.64 5.15
H -26.98 0.64 6.35
H -25.49 1.43 6.70
H -27.87 5.10 5.52
H -26.27 5.21 5.51

Löwdin atomic charge list, values in e, 6 entries:
1 C -0.043
2 C -0.351
3 C -0.168
4 O -0.247
5 C -0.065
6 N 0.050